The molecule C3H3ClO2 in a non-equilibrium geometry. Source: the Open Molecules 2025 dataset; level of theory: wB97M-V/def2-TZVPD.

Each line ends with the Löwdin charge.
Element x y z (Å)
C 0.3848 -0.4056 -0.1912  -0.398
C 0.1514 0.7391 -1.2077  -0.772
C -0.4856 -0.4242 1.0189  0.037
O 1.2407 -1.2452 -0.3912  0.100
O -0.9173 1.0648 -1.6288  0.082
Cl 1.6068 1.5981 -1.4986  0.763
H -1.3635 0.0186 0.8473  0.056
H -0.0046 0.0268 1.7793  0.074
H -0.6126 -1.3724 1.2721  0.058

Calculated values
Highest occupied orbital energy ... -10.31 eV
LUMO level ... -0.30 eV
Frontier orbital gap ... 10.01 eV
Relative energy (zero: lowest compared OMol25 entry of this formula, charge and spin) ... 13.9 kcal/mol

---

A 3-piece molecular cluster, C17H35IO6Si overall in a non-equilibrium geometry. Source: the Open Molecules 2025 dataset; level of theory: wB97M-V/def2-TZVPD.

Each line ends with the Löwdin charge.
Element x y z (Å)
C 2.1648 1.0932 -0.1129  -0.102
C 0.9336 1.7499 -0.7352  -0.274
C 0.7357 1.5215 -2.2325  -0.238
C 0.3512 0.1047 -2.6962  -0.406
C 1.5384 -0.8951 -2.6909  -0.092
Si -1.2212 -0.5698 -1.8981  0.761
C -2.3536 -1.2865 -3.2716  -0.254
O -3.5791 -0.5714 -3.3723  -0.166
C -4.6432 -1.0999 -2.6307  -0.265
O -4.7644 -0.5095 -1.3737  -0.107
C -5.1038 0.8604 -1.4010  -0.187
C -4.3579 1.6328 -0.3067  -0.236
O -4.0253 0.7911 0.7881  -0.108
C -0.9449 -2.0001 -0.6697  -0.274
C -0.0672 -1.7158 0.4829  -0.867
O 1.0533 -2.1035 0.6382  -0.016
I -0.9316 -0.4585 2.0171  0.929
H 2.1772 1.3098 0.9560  0.059
H 3.0688 1.5186 -0.5465  0.081
H 2.1695 0.0114 -0.2150  0.041
H 1.0531 2.8272 -0.5901  0.105
H 0.0349 1.4846 -0.1725  0.040
H 1.6730 1.7893 -2.7329  0.114
H -0.0113 2.2311 -2.5957  0.106
H 0.0696 0.2107 -3.7482  0.093
H 1.4591 -1.6742 -1.9348  0.047
H 1.6070 -1.4003 -3.6548  0.075
H 2.4789 -0.3729 -2.5341  0.073
H -2.0155 0.4733 -1.2189  0.023
H -2.5311 -2.3584 -3.1408  0.085
H -1.8328 -1.1799 -4.2249  0.085
H -5.5512 -0.9731 -3.2283  0.140
H -4.4932 -2.1617 -2.4265  0.134
H -4.8230 1.2965 -2.3609  0.122
H -6.1842 0.9767 -1.2813  0.123
H -4.9985 2.4433 0.0473  0.113
H -3.4531 2.0646 -0.7376  0.099
H -3.1412 1.0121 1.0843  -0.032
H -1.9392 -2.2373 -0.2812  0.084
H -0.5617 -2.8859 -1.1777  0.098
C 4.2656 -2.8828 1.4186  -0.023
C 5.0758 -4.1533 1.3574  -0.506
O 5.8120 -4.4002 0.4323  0.067
C 4.9164 -5.1110 2.5160  -0.027
H 4.4635 -2.2797 0.5359  0.082
H 3.2016 -3.1148 1.4603  0.064
H 4.5295 -2.3140 2.3119  0.088
H 3.8744 -5.4230 2.6017  0.083
H 5.2027 -4.6210 3.4479  0.082
H 5.5446 -5.9841 2.3581  0.079
C -0.1003 5.0410 3.3668  -0.023
C 0.8026 3.8320 3.3027  -0.503
O 1.5221 3.6286 2.3548  0.066
C 0.7554 2.8897 4.4820  -0.027
H 0.0221 5.6367 2.4658  0.081
H -1.1413 4.7260 3.4557  0.084
H 0.1475 5.6474 4.2394  0.084
H -0.2567 2.4997 4.6037  0.079
H 1.0348 3.4161 5.3959  0.085
H 1.4412 2.0623 4.3173  0.080

Calculated values
Highest occupied orbital energy ... -9.37 eV
LUMO level ... 0.23 eV
Frontier orbital gap ... 9.60 eV

---

An isolated ion of composition C6H7N2O3 and charge -1 in a non-equilibrium geometry. Source: the Open Molecules 2025 dataset; level of theory: wB97M-V/def2-TZVPD.

Each line ends with the Löwdin spin population.
Element x y z (Å)
C -2.6865 0.1452 0.5881  0.246
C -1.4883 -0.4502 0.9314  0.219
C -1.5741 -0.0876 -1.1883  0.341
C 1.5122 -0.0653 -0.0860  0.125
C 1.2617 1.4032 0.2729  0.114
C 0.5086 -1.1677 -0.1519  0.081
N -2.7724 0.3080 -0.7725  0.071
N -0.8401 -0.6542 -0.2184  0.216
O 2.8758 -0.3535 0.3408  0.043
O 1.2068 -0.4762 -1.4091  0.174
O 0.7560 -2.3307 0.2044  0.211
H -3.4284 0.5769 1.2232  0.013
H -0.9258 -0.6957 1.7912  0.044
H -1.4323 -0.1650 -2.1806  0.034
H 1.8537 2.0601 -0.5990  0.025
H 0.1462 1.5349 0.3202  0.026
H 1.7997 1.4661 1.1989  0.012
H 3.2273 -1.0483 -0.2651  0.007

Calculated values
Highest occupied orbital energy (spin up / spin down) ... 0.70 / -3.84 eV
LUMO level (spin up / spin down) ... 3.96 / 0.42 eV
2S+1 ... 3
Frontier orbital gap (spin up / spin down) ... 3.26 / 4.26 eV
Net charge ... -1
⟨S²⟩ ... 2.014
Relative energy (zero: lowest compared OMol25 entry of this formula, charge and spin) ... 23.0 kcal/mol

---

A 2-piece molecular cluster, C6H17N4O overall in a non-equilibrium geometry. Source: the Open Molecules 2025 dataset; level of theory: wB97M-V/def2-TZVPD.

Each line ends with the Löwdin charge.
Element x y z (Å)
C 0.0688 -1.1262 -1.7948  -0.139
C -0.1639 -1.5757 -3.3011  -0.065
C 0.2203 0.3802 -1.7018  -0.503
O 0.8677 0.9046 -0.7763  -0.035
N -0.4006 1.1618 -2.6472  0.175
H -0.7644 -1.4663 -1.0858  0.129
H 0.8627 -1.8169 -1.3910  0.133
H -1.0512 -1.0301 -3.6275  0.057
H -0.4399 -2.5355 -3.2688  0.026
H -0.2013 2.1269 -2.7079  0.104
H -0.9222 0.6759 -3.4623  0.140
H 0.7664 -1.3144 -3.8924  0.121
C 1.2200 0.0987 2.3783  -0.247
C 2.4413 0.8632 1.9154  -0.107
C -1.2968 0.3212 1.7242  -0.358
N 0.0270 0.6501 1.6858  0.068
N -1.9872 -0.2438 2.7643  0.167
N -2.0733 0.6244 0.6549  0.257
H 1.4575 -1.0162 2.0466  0.155
H 1.0842 -0.0011 3.4676  0.111
H 2.3566 2.0217 2.0020  0.121
H 2.5468 0.4993 0.8545  0.080
H 0.4025 1.2422 0.8054  0.151
H -1.4644 -0.5276 3.5854  0.108
H -2.4086 -1.1895 2.6539  0.146
H -1.4868 1.0908 -0.0023  0.096
H -2.9336 0.5549 0.5302  0.028
H 3.2722 0.6272 2.5906  0.083

Calculated values
Highest occupied orbital energy ... -13.61 eV
LUMO level ... -2.64 eV
Frontier orbital gap ... 10.96 eV
Net charge ... +1
Relative energy (zero: lowest compared OMol25 entry of this formula, charge and spin) ... 54.4 kcal/mol

---

The molecule C4H6N2O. Source: the Open Molecules 2025 dataset; level of theory: wB97M-V/def2-TZVPD.

Each line ends with the Löwdin charge.
Element x y z (Å)
C 1.9461 0.8004 -1.0103  -0.016
O 1.5665 0.6887 0.3951  -0.091
C 0.3213 0.0028 0.6296  -0.445
N 1.1838 -0.9485 0.5415  0.315
N -1.6431 -1.7797 0.2970  0.062
C -1.9649 -0.5686 0.5745  -0.285
C -0.9437 0.4398 0.7685  -0.070
H 2.2983 1.8227 -1.1576  0.098
H 2.7445 0.0744 -1.1607  0.094
H 1.0958 0.5441 -1.6455  0.103
H -2.4695 -2.3440 0.1128  0.036
H -2.9966 -0.2003 0.6326  0.103
H -1.1385 1.4682 1.0224  0.095

Calculated values
Highest occupied orbital energy ... -8.11 eV
LUMO level ... 0.27 eV
Frontier orbital gap ... 8.38 eV
Relative energy (zero: lowest compared OMol25 entry of this formula, charge and spin) ... 139.7 kcal/mol

---

A 7-piece molecular cluster, C14H42O7 overall in a non-equilibrium geometry. Source: the Open Molecules 2025 dataset; level of theory: wB97M-V/def2-TZVPD.

Each line ends with the Löwdin charge.
Element x y z (Å)
C 3.4654 1.0476 0.7053  -0.155
O 4.1777 2.0078 1.4886  -0.119
H 2.3943 1.1155 0.9366  0.061
H 3.5721 1.3717 -0.3247  0.065
H 3.7955 0.0209 0.8682  0.075
H 4.1281 1.7414 2.4095  0.071
C -0.0073 -0.6700 -0.1096  -0.138
O -0.1366 0.6194 -0.6837  -0.168
H -0.9442 -0.9216 0.3801  0.070
H 0.2121 -1.3766 -0.9176  0.083
H 0.8078 -0.7210 0.6212  0.069
H 0.5629 0.7623 -1.3380  0.028
C -2.1050 1.3801 1.9414  -0.065
C -2.5150 0.3286 2.9517  -0.509
C -2.2441 0.7375 4.3821  -0.057
O -3.9088 0.0254 2.8628  -0.049
H -2.3620 1.0385 0.9353  0.075
H -1.0273 1.5342 1.9922  0.073
H -2.6169 2.3277 2.1082  0.090
H -1.9497 -0.5925 2.7377  0.126
H -2.7374 0.0711 5.0827  0.079
H -2.5828 1.7636 4.5593  0.084
H -1.1630 0.7763 4.5404  0.081
H -4.1250 -0.1554 1.9427  0.082
C -2.5433 -1.6749 -4.0250  -0.060
C -2.5801 -0.4103 -3.1757  -0.483
C -1.7897 0.7139 -3.8090  -0.054
O -3.9315 0.0922 -3.0749  -0.058
H -2.8997 -2.5439 -3.4600  0.074
H -1.5124 -1.9064 -4.3013  0.074
H -3.1672 -1.5687 -4.9093  0.083
H -2.2252 -0.5807 -2.1545  0.118
H -0.7588 0.4112 -4.0060  0.072
H -1.7244 1.5820 -3.1511  0.067
H -2.2854 1.0130 -4.7330  0.088
H -4.4642 -0.5686 -2.6238  0.080
C 3.1417 -3.7898 1.9672  -0.059
C 2.3492 -5.0628 1.7994  -0.499
C 1.5669 -5.0874 0.4947  -0.063
O 3.2862 -6.1471 1.9085  -0.054
H 3.3385 -3.5653 3.0171  0.080
H 2.6215 -2.9361 1.5356  0.063
H 4.1240 -3.9190 1.5088  0.087
H 1.6201 -5.1574 2.6144  0.134
H 0.9334 -5.9765 0.4321  0.076
H 2.1985 -5.0973 -0.3945  0.084
H 0.9246 -4.2049 0.5108  0.070
H 2.7937 -6.9727 1.9238  0.084
C -0.0412 4.0823 0.8082  -0.053
C -0.3597 4.2368 -0.6718  -0.482
C 0.9076 4.1771 -1.5087  -0.051
O -1.2838 3.2320 -1.0891  -0.065
H -0.9560 4.0991 1.3933  0.070
H 0.6671 4.8465 1.1303  0.081
H 0.4399 3.1080 0.9454  0.065
H -0.8773 5.1765 -0.8746  0.136
H 1.2949 3.1522 -1.4785  0.061
H 1.7002 4.8025 -1.0834  0.081
H 0.7380 4.4926 -2.5349  0.078
H -0.8926 2.3655 -0.9040  0.030
O 2.0099 0.5650 -2.4923  -0.036
H 2.3266 -0.3335 -2.6217  0.064
H 2.6190 1.1221 -2.9849  0.065

Calculated values
Highest occupied orbital energy ... -9.70 eV
LUMO level ... -0.05 eV
Frontier orbital gap ... 9.64 eV
Relative energy (zero: lowest compared OMol25 entry of this formula, charge and spin) ... 20.4 kcal/mol